24
Properties=species:S:1:pos:R:3 method="wB97M-V/def2-TZVPD" lumo_energy_ev=0.2 smiles="C[C@@]12CC[C@@H](C/C1=N/[N+](=O)[O-])C2" multiplicity=1 homo_energy_ev=-10.0 gap_ev=10.172 total_energy_ha=-571.83407 mol_weight_g_mol=168.20
C -1.52397 1.31771 0.01316
C -0.42480 0.32529 0.22811
C -1.03840 -1.16803 0.12965
C -0.03841 -2.00617 0.92325
C 1.04822 -0.91571 1.27228
C 1.76278 -0.50651 -0.08635
C 0.68938 0.30247 -0.71910
N 0.85004 0.82619 -1.94033
N 0.01687 1.60901 -2.66689
O 0.53933 2.61141 -3.05021
O -1.05815 1.21072 -3.04303
C 0.26684 0.29247 1.55986
H -2.39920 1.10029 0.64404
H -1.72063 1.23435 -1.07416
H -1.12161 2.36741 -0.02574
H -1.17701 -1.53825 -0.94045
H -1.86930 -1.01856 0.88997
H -0.38924 -2.30020 1.96340
H 0.40727 -2.90719 0.28315
H 1.84324 -1.24074 1.96560
H 2.37722 -1.29822 -0.67024
H 2.54378 0.28901 -0.03628
H -0.47560 0.27347 2.39993
H 0.89138 1.13978 1.98038

***

14
Properties=species:S:1:pos:R:3 method="wB97M-V/def2-TZVPD" lumo_energy_ev=0.4 smiles="NC[C@@H]1COC1=O" multiplicity=1 homo_energy_ev=-10.1 gap_ev=10.521 total_energy_ha=-361.70080 mol_weight_g_mol=101.10
N 1.75196 0.32652 -0.89777
C 1.30677 -0.04016 0.47065
C -0.27225 -0.14709 0.58459
C -1.47054 -0.86264 -0.24723
O -2.03294 0.44719 -0.52693
C -0.80824 1.08106 0.07806
O -0.44976 2.26583 0.04736
H 1.57737 -0.59434 -1.28689
H 0.79462 1.12162 -1.09041
H 1.47594 0.87046 1.17919
H 1.99571 -1.09639 0.61209
H -0.83585 -0.26773 1.62999
H -1.79266 -1.60610 0.48989
H -1.24014 -1.49825 -1.04261

***

36
Properties=species:S:1:pos:R:3 method="wB97M-V/def2-TZVPD" charge=-2 lumo_energy_ev="5.0 / 5.0" multiplicity=8 homo_energy_ev="1.2 / -0.8" gap_ev="3.781 / 5.783" total_energy_ha=-1977.81801 mol_weight_g_mol=438.72
C 1.74218 1.71882 -0.40981
C 1.21510 1.27272 -1.67170
C 1.56576 -0.11522 -1.82832
H 0.60210 1.86574 -2.34429
C 2.27320 -0.54001 -0.64355
C 2.38958 0.59977 0.22606
H 2.77865 0.59327 1.23519
H 1.56798 2.68304 0.04955
H 1.28140 -0.75235 -2.65650
H 2.58576 -1.55212 -0.40529
Eu 0.00426 0.03868 0.14069
Cl -1.07910 2.13265 0.89092
C -2.17932 -0.98923 0.35448
C -1.27525 -2.08897 0.13646
C -0.79786 -2.00577 -1.21832
H -0.92182 -2.77614 0.89839
C -1.40869 -0.86026 -1.83791
C -2.26645 -0.23138 -0.87677
H -2.78431 0.71354 -0.99784
H -2.58887 -0.68419 1.31039
H -0.04388 -2.64988 -1.65649
H -1.20506 -0.48421 -2.83411
O 1.72613 -0.61496 3.00748
C 0.58656 -0.26240 3.22342
O -0.33063 -0.10816 2.35219
C 0.14775 0.09644 4.64450
C -1.14889 0.57831 4.91802
C -1.51054 0.97831 6.20252
C -0.58215 0.90879 7.24614
C 0.70990 0.43331 6.99285
C 1.07212 0.03348 5.70800
H -1.88353 0.65413 4.11239
H -2.51720 1.35341 6.39468
H -0.86412 1.22869 8.24871
H 1.43489 0.38535 7.80822
H 2.08991 -0.32243 5.52506

***

94
Properties=species:S:1:pos:R:3 method="wB97M-V/def2-TZVPD" charge=+1 lumo_energy_ev=-2.3 multiplicity=1 homo_energy_ev=-10.5 gap_ev=8.173 total_energy_ha=-3315.07516 mol_weight_g_mol=733.85
K 0.11635 -0.84288 0.00002
O 2.41516 -1.26978 4.24541
C 1.96004 -1.08277 3.00859
O 0.96278 -0.41721 2.77866
C 2.78282 -1.76536 1.96909
C 3.94685 -2.45302 2.25609
C 4.62704 -3.03021 1.18488
C 4.12229 -2.90167 -0.09337
C 2.91527 -2.22268 -0.28362
N 2.27971 -1.66515 0.73879
C 2.29586 -2.06312 -1.69671
O 3.10390 -2.05869 -2.62075
O 1.03906 -1.93264 -1.71640
H 1.83268 -0.80231 4.86191
H 4.31543 -2.53078 3.26810
H 5.54880 -3.56919 1.35922
H 4.62791 -3.30651 -0.95868
N -2.60770 2.62676 0.63234
C -2.97370 3.39948 1.87142
C -1.74791 4.20404 2.30014
C -0.59306 3.30795 2.76307
N -0.01534 2.59794 1.59455
C -1.07202 2.32602 3.83428
C -2.33164 1.53156 3.48570
N -2.04458 0.53059 2.44800
C -3.43737 2.45720 2.97558
H -2.70404 3.19188 -0.21277
H -3.12525 1.74476 0.50697
H -1.59629 2.35672 0.74965
H -3.78784 4.06973 1.59639
H -2.04686 4.85754 3.12183
H -1.41682 4.85725 1.48682
H 0.16356 3.94824 3.22504
H 0.48706 1.77134 1.90704
H 0.66080 3.19312 1.12628
H -1.27651 2.90253 4.73985
H -0.26349 1.63303 4.08095
H -2.68983 1.06407 4.41006
H -2.84134 -0.08761 2.33164
H -1.25665 -0.04502 2.73268
H -3.80456 3.07772 3.79611
H -4.28938 1.86428 2.62971
C -0.99094 0.78426 -1.97268
C -2.44966 0.55881 -2.37157
P -3.38067 -0.24308 -0.99214
C -2.76185 -1.97186 -1.01558
C -2.93707 -2.76369 -2.15030
C -2.48368 -4.07184 -2.17574
C -1.86139 -4.61538 -1.06010
C -1.69245 -3.84704 0.08067
C -2.13722 -2.53302 0.09890
C -5.06181 -0.46656 -1.66160
C -5.97198 -1.19111 -0.89058
C -7.27317 -1.37628 -1.32460
C -7.68878 -0.82759 -2.53176
C -6.79493 -0.10141 -3.30147
C -5.48530 0.07703 -2.87123
P 0.11183 1.85126 -3.02662
C -0.02463 0.89985 -4.57487
C 1.03664 0.02666 -4.80971
C 0.99547 -0.86593 -5.87245
C -0.09672 -0.87836 -6.72328
C -1.16111 -0.01138 -6.50116
C -1.13204 0.86292 -5.42749
C -0.92940 3.35181 -3.18373
C -1.11835 4.06188 -1.99266
C -1.86364 5.22975 -1.95520
C -2.42368 5.72883 -3.12603
C -2.20007 5.06519 -4.32094
C -1.45678 3.88928 -4.35299
H -0.44926 -0.16342 -2.03102
H -0.93207 1.14121 -0.93438
H -2.50101 -0.04663 -3.27778
H -2.93923 1.51593 -2.58524
H -3.43702 -2.35373 -3.02056
H -2.61583 -4.66970 -3.06757
H -1.50762 -5.63735 -1.08180
H -1.20440 -4.26682 0.95109
H -1.96820 -1.93439 0.99076
H -5.65496 -1.62687 0.05118
H -7.96591 -1.94875 -0.72173
H -8.70657 -0.96987 -2.86986
H -7.11101 0.32342 -4.24529
H -4.79996 0.63595 -3.49544
H 1.88831 0.00889 -4.13988
H 1.81794 -1.55278 -6.01876
H -0.12681 -1.56640 -7.55824
H -2.01840 -0.02425 -7.16233
H -1.98082 1.51270 -5.25486
H -0.61794 3.71035 -1.09344
H -1.97605 5.78065 -1.02698
H -3.00005 6.64410 -3.10922
H -2.60121 5.46578 -5.24285
H -1.27884 3.40335 -5.30246

***

30
Properties=species:S:1:pos:R:3 method="wB97M-V/def2-TZVPD" lumo_energy_ev=0.8 smiles="CCC(C)(C)C.[H]/N=N/CC" multiplicity=1 homo_energy_ev=-9.0 gap_ev=9.731 total_energy_ha=-426.20579 mol_weight_g_mol=144.26
C 0.61324 -2.20925 -0.75496
C 0.72358 -1.15580 0.32243
C 1.44021 0.50784 -0.23522
C 2.80351 0.11707 -0.77836
C 0.62094 1.20260 -1.26874
C 1.57277 1.31055 1.04858
H 0.50768 -1.75337 -1.74683
H -0.23616 -2.85254 -0.58587
H 1.50541 -2.82813 -0.79965
H -0.05969 -1.19497 1.07132
H 1.58992 -1.34938 0.95490
H 3.38643 1.00954 -1.01931
H 3.36811 -0.46433 -0.04845
H 2.71180 -0.47621 -1.68683
H -0.44502 0.81151 -1.30457
H 0.99112 1.05709 -2.28586
H 0.52168 2.27509 -1.08281
H 0.60064 1.63025 1.41692
H 2.07076 0.73229 1.82799
H 2.17010 2.21143 0.87896
H -1.77453 -0.99665 -1.84168
N -1.89144 -0.19656 -1.20495
N -1.83141 -0.61159 -0.01780
C -2.12393 0.42745 0.95594
C -3.58699 0.30060 1.37607
H -1.47860 0.25923 1.81974
H -1.92869 1.42703 0.54865
H -4.24094 0.49624 0.52740
H -3.78909 -0.70356 1.74684
H -3.81142 1.01651 2.16617

***

16
Properties=species:S:1:pos:R:3 method="wB97M-V/def2-TZVPD" charge=+1 lumo_energy_ev="-5.9 / -5.7" multiplicity=1 homo_energy_ev="-12.8 / -13.1" gap_ev="6.913 / 7.422" total_energy_ha=-305.00642 mol_weight_g_mol=97.14
C 0.00079 -1.15252 -0.45554
C 0.73473 -0.78996 1.82749
C -0.30288 0.35136 1.85623
C -0.28967 0.21865 -0.41753
C -0.81008 1.39942 -2.76002
N 0.68799 -1.55529 0.59196
N -0.31615 0.98082 0.55006
H -0.15012 -1.80237 -1.30260
H 1.75254 -0.39372 1.95627
H 0.52884 -1.47641 2.65667
H -1.30559 -0.02832 2.07693
H -0.03979 1.10199 2.60373
H -1.74413 0.88580 -2.87254
H 0.06196 1.03797 -3.27027
H -0.79174 2.37144 -2.30988
H 1.23144 -2.41319 0.56702

***

28
Properties=species:S:1:pos:R:3 method="wB97M-V/def2-TZVPD" charge=-1 lumo_energy_ev=2.7 multiplicity=1 homo_energy_ev=-6.4 gap_ev=9.111 total_energy_ha=-985.78998 mol_weight_g_mol=289.04
I 0.01912 -0.00698 -0.38022
O -3.69183 0.11463 -0.79422
H -2.80157 0.09524 -0.40966
H -3.57056 -0.30493 -1.65251
O 2.97514 -0.37666 1.86009
H 3.25877 0.54061 1.93370
H 2.21710 -0.32947 1.25614
O -1.04147 0.57318 -3.88825
H -1.68382 1.13773 -3.44479
H -0.47434 0.27553 -3.16176
O -0.78005 -3.63560 -0.65683
H -0.62200 -2.69721 -0.83256
H 0.06906 -3.92345 -0.30126
O -1.66458 -1.97259 2.42781
H -0.89630 -1.92503 3.00535
H -1.28277 -1.90613 1.53846
O 0.81833 2.25246 2.41393
H 0.54093 1.64073 3.10397
H 0.54486 1.80718 1.59285
O 2.25165 -2.91267 -0.72811
H 3.12346 -2.93971 -1.13269
H 2.03070 -1.96877 -0.67542
O 1.96433 2.93008 -1.65559
H 1.67516 2.04583 -1.38180
H 2.61589 3.18204 -0.99419
O -2.07699 3.00866 0.74973
H -1.65348 2.16646 0.52671
H -1.86476 3.12886 1.68110

***

15
Properties=species:S:1:pos:R:3 method="wB97M-V/def2-TZVPD" lumo_energy_ev=0.4 multiplicity=1 homo_energy_ev=-9.6 gap_ev=9.977 total_energy_ha=-668.68167 mol_weight_g_mol=116.18
C 3.01372 0.53366 -0.09715
C 1.67105 -0.08896 0.63973
C 1.01883 -1.16612 -0.18870
C -0.31091 -1.24863 -0.50997
C -1.35526 -0.34222 -0.10071
O -2.30052 -0.85076 0.51433
S -1.23461 1.31954 -0.09681
H 3.58672 -0.18178 -0.62446
H 3.75377 0.96586 0.63725
H 2.74969 1.43150 -0.77667
H 1.03815 0.78875 0.92704
H 1.99962 -0.68635 1.47966
H 1.78408 -1.98178 -0.41763
H -0.62739 -2.08553 -1.07316
H -0.35120 1.31637 -1.17692

***

Looking at energy relative to the best compared isomer or geometry (same formula, charge and spin) for the records above, in order, we have 150.2 113.0 40.5 54.2 74.1 140.3 1.5 35.7 kcal per mole.
Looking at maximum force for the records above, in order, we have 4.97 5.28 3.60 2.30 3.62 2.67 0.21 4.31 eV/A.